No. 1
Formula: C4H9ClN4O4
Source: the Open Molecules 2025 dataset
Level of theory: wB97M-V/def2-TZVPD

The geometry in XYZ format:
```
22
Properties=species:S:1:pos:R:3:forces:R:3:nbo_charge:R:1
C 3.910 0.852 -1.148 1.26 -1.79 -0.40 -0.257
C -4.009 1.177 0.110 0.64 -0.23 2.27 -0.254
C -0.400 -2.323 -0.367 1.29 -0.39 3.05 -0.440
C 0.105 -0.382 1.132 2.61 -0.55 -2.39 0.084
N 2.000 0.075 -0.097 0.33 1.43 -0.61 0.047
N -1.847 0.358 0.706 -4.44 0.03 1.30 0.029
N 1.512 -0.561 0.884 0.67 -0.63 0.32 0.232
N -0.620 0.530 0.464 1.08 3.10 -1.84 0.198
O 2.143 -1.413 1.572 -0.58 0.38 0.29 -0.510
O -0.201 1.432 -0.323 0.02 -0.86 0.32 -0.483
O 3.356 -0.056 -0.185 -0.11 -1.27 0.96 -0.347
O -2.634 1.139 -0.105 2.42 0.71 -0.83 -0.341
Cl -1.985 -1.852 -0.375 -0.38 -1.10 -1.19 0.167
H 3.197 1.571 -1.267 -1.46 2.73 0.01 0.199
H 3.886 0.385 -2.179 0.91 0.08 1.17 0.183
H 4.915 1.218 -0.733 -1.61 -0.71 -0.94 0.210
H -4.458 0.241 -0.024 -0.87 -1.29 -0.58 0.179
H -4.430 1.987 -0.385 -0.33 0.96 -2.27 0.212
H -4.270 1.549 1.073 0.23 -0.34 1.65 0.181
H 0.337 -2.013 -1.121 -0.76 -0.21 0.24 0.232
H -0.089 -2.956 0.572 -0.52 1.14 -2.37 0.238
H -0.418 -0.959 1.796 -0.40 -1.19 1.83 0.242
```
Forces are in eV/Å.

Properties
DFT total energy ... -1137.51483 hartree
Energy relative to the best compared isomer or geometry (same formula, charge and spin) ... 115.4 kcal per mole
Kohn-Sham gap (alpha / beta) ... 7.0 / 8.1 eV

***

No. 2
Formula: C12H24B2O6
Source: the Open Molecules 2025 dataset
Level of theory: wB97M-V/def2-TZVPD

The geometry in XYZ format:
```
44
Properties=species:S:1:pos:R:3:forces:R:3:nbo_charge:R:1
O 1.847 -1.638 0.077 -1.02 1.53 0.91 -0.754
O 0.229 -0.503 1.549 1.60 -1.92 0.10 -0.720
O -3.009 3.245 -0.073 0.21 -2.67 1.15 -0.694
O 1.155 -2.722 2.104 -0.76 2.20 0.29 -0.726
O -2.655 0.900 0.016 -0.44 3.08 0.26 -0.712
O -1.692 2.230 -1.802 -0.44 0.18 0.47 -0.745
B 1.078 -1.593 1.264 0.47 -1.29 -0.12 1.303
B -2.442 2.114 -0.633 0.02 -0.31 0.21 1.281
C 2.353 -4.572 3.121 -0.59 0.91 -0.88 -0.624
C -2.258 -1.315 0.835 -0.13 0.19 -0.98 -0.634
C 0.454 3.282 -2.212 -0.66 -0.22 -0.87 -0.636
C 2.695 -2.685 -0.322 -0.55 -0.65 0.00 -0.046
C 0.207 0.427 0.470 1.82 -0.35 -0.90 -0.077
C -2.911 4.413 -0.751 0.22 2.21 -1.36 -0.049
C 3.190 -3.407 0.936 -0.27 -0.47 -0.10 -0.459
C -0.582 -0.092 -0.730 -0.27 -0.98 1.44 -0.474
C -1.488 4.658 -1.308 -0.49 -0.81 -0.57 -0.459
C 1.956 -3.838 1.819 0.92 -0.39 -1.19 0.130
C -2.059 -0.296 -0.338 0.30 -1.34 -0.47 0.120
C -1.096 3.470 -2.227 0.89 0.30 0.67 0.122
H 3.145 -4.056 3.604 0.91 0.70 0.34 0.206
H 2.716 -5.562 2.927 -0.10 -0.64 -0.17 0.212
H 1.548 -4.552 3.844 -0.41 -0.32 -0.13 0.228
H -1.897 -2.314 0.551 0.20 0.29 -0.04 0.199
H -1.695 -0.976 1.701 -0.58 -0.17 -0.01 0.246
H -3.320 -1.464 1.046 0.02 0.37 0.03 0.210
H 0.819 2.717 -1.359 -0.23 0.23 0.38 0.216
H 0.752 2.698 -3.078 -0.01 -0.18 -0.20 0.213
H 0.993 4.224 -2.306 -0.15 0.16 0.21 0.213
H 3.446 -2.297 -1.028 0.21 0.14 0.80 0.189
H 2.095 -3.324 -0.994 0.11 -0.33 0.50 0.167
H 1.288 0.436 0.209 -0.75 1.03 -0.50 0.194
H -0.104 1.404 0.817 -0.24 0.06 0.26 0.189
H -3.665 4.420 -1.559 0.37 0.13 -0.09 0.161
H -3.202 5.218 -0.079 0.08 0.14 0.09 0.183
H 3.788 -4.279 0.641 -0.19 0.01 0.18 0.218
H 3.852 -2.748 1.509 -0.16 0.03 0.00 0.209
H -0.162 -1.067 -0.992 -0.05 0.13 -0.14 0.218
H -0.462 0.585 -1.552 -0.04 0.07 -0.36 0.247
H -1.423 5.594 -1.881 -0.12 -0.22 0.17 0.222
H -0.740 4.706 -0.516 -0.23 0.07 0.31 0.207
H 1.332 -4.471 1.162 0.28 -0.24 0.38 0.161
H -2.640 -0.606 -1.208 0.26 -0.69 -0.25 0.165
H -1.435 3.636 -3.254 0.00 0.03 0.16 0.178
```
Forces are in eV/Å.

Properties
SMILES ... C[C@@H]1CCOB(OCC[C@@H](C)OB2OCC[C@@H](C)O2)O1
DFT total energy ... -973.02493 hartree
Energy relative to the best compared isomer or geometry (same formula, charge and spin) ... 0.0 kcal per mole
Kohn-Sham gap ... 10.3 eV

***

No. 3
Formula: C52H43Cl3CoN7O3PS
Source: the Open Molecules 2025 dataset
Level of theory: wB97M-V/def2-TZVPD

The geometry in XYZ format:
```
111
Properties=species:S:1:pos:R:3:forces:R:3:mulliken_spin:R:1
Co 0.583 -1.058 0.113 0.42 -0.92 0.24 2.776
O 3.169 -4.210 -0.060 -0.11 -0.19 0.03 0.015
C 2.145 -3.564 0.111 -0.16 0.26 0.22 0.025
N 1.978 -2.392 0.759 -0.09 -0.07 -0.16 0.084
C 2.384 -2.261 2.096 0.05 0.00 0.09 0.036
C 3.372 -3.010 2.734 0.02 0.12 -0.21 0.009
C 3.592 -2.859 4.099 0.05 0.00 0.10 -0.002
C 2.823 -1.978 4.840 -0.02 0.08 -0.01 0.005
C 1.815 -1.238 4.225 -0.04 0.02 -0.08 -0.001
C 1.585 -1.372 2.858 -0.22 -0.14 -0.18 -0.018
N 0.614 -0.694 2.101 -0.05 0.56 0.41 0.030
C -0.216 0.230 2.611 0.16 -0.40 0.00 -0.019
O -0.636 0.389 3.753 0.17 0.20 -0.11 0.009
C -0.528 1.255 1.505 0.20 0.11 0.00 -0.018
C -1.444 2.383 1.910 0.01 -0.10 -0.01 0.004
C -1.834 3.195 0.940 -0.03 0.01 -0.12 0.001
C 0.263 3.159 -0.575 -0.29 -0.07 0.14 0.004
C 0.955 1.892 -1.088 0.19 0.43 -0.32 0.005
N 1.346 1.145 -0.144 0.04 -0.07 0.10 0.028
C 0.795 -4.142 -0.324 0.03 -0.05 0.07 -0.012
C 0.726 -5.496 -0.614 -0.03 -0.05 -0.10 0.004
C -0.518 -6.107 -0.693 0.09 0.07 0.00 -0.001
C -1.644 -5.334 -0.475 -0.05 -0.10 -0.01 0.002
C -1.482 -3.979 -0.227 0.08 0.02 0.05 0.004
N -0.297 -3.377 -0.171 0.01 -0.01 0.07 0.014
H 3.964 -3.707 2.156 0.00 0.06 -0.01 0.000
H 4.371 -3.432 4.590 -0.04 -0.02 -0.07 0.000
H 2.990 -1.877 5.907 -0.02 0.02 -0.04 0.000
H 1.175 -0.583 4.800 -0.02 -0.02 0.01 0.000
H -1.740 2.448 2.950 0.09 0.03 -0.06 0.001
H -2.492 4.044 1.081 0.04 -0.05 0.00 0.000
H 0.452 4.053 -1.166 -0.13 0.04 -0.02 -0.001
H 1.087 1.638 -2.137 -0.10 -0.10 0.09 -0.006
H 1.651 -6.042 -0.731 -0.01 0.00 0.04 0.000
H -0.601 -7.170 -0.883 0.00 0.02 -0.02 0.000
H -2.637 -5.767 -0.480 0.03 0.04 0.01 0.000
H -2.348 -3.361 -0.028 0.11 0.00 0.04 0.000
Cl 3.255 4.538 -5.593 0.05 0.02 -0.02 0.000
C 3.330 4.400 -3.866 0.03 -0.02 0.06 0.000
C 3.553 3.166 -3.285 -0.05 -0.12 -0.03 0.001
C 3.550 3.071 -1.902 0.08 0.07 -0.01 -0.001
C 3.320 4.171 -1.079 0.11 0.04 0.05 0.000
C 3.280 3.964 0.424 -0.20 0.04 0.01 0.001
C 1.879 4.185 1.048 0.12 -0.15 -0.10 -0.001
N 0.819 3.241 0.751 0.12 0.07 -0.10 0.002
C -1.320 2.849 -0.449 0.28 -0.10 0.08 -0.003
C -1.505 1.348 -0.573 -0.63 0.24 -0.06 -0.010
N -1.105 0.550 0.325 0.43 0.19 0.12 0.005
C 0.932 1.852 1.098 -0.33 0.15 0.21 0.005
O 4.187 4.860 1.045 0.09 -0.04 -0.01 0.000
C 5.114 4.252 1.941 -0.14 0.05 0.01 0.000
C 4.465 3.665 3.158 0.07 -0.10 -0.08 0.000
C 4.004 4.404 4.204 -0.06 -0.08 0.13 0.000
Cl 4.082 6.111 4.353 -0.02 0.01 0.00 0.000
S 3.306 3.441 5.441 0.02 0.04 -0.06 0.000
C 3.638 2.008 4.565 -0.10 -0.06 0.06 0.000
C 4.243 2.271 3.379 0.08 -0.01 -0.12 0.000
C 3.159 5.414 -1.703 -0.02 -0.24 -0.04 0.000
Cl 2.935 6.877 -0.801 -0.04 0.01 0.03 0.000
C 3.166 5.531 -3.086 -0.06 0.09 -0.02 0.000
H 3.715 2.293 -3.903 0.01 0.03 0.02 0.000
H 3.725 2.107 -1.440 0.00 0.03 -0.02 0.000
H 3.583 2.928 0.618 -0.01 -0.02 -0.02 0.000
H 1.521 5.173 0.759 0.02 0.05 0.07 0.000
H 2.024 4.196 2.129 -0.02 0.01 0.03 0.000
H -1.863 3.368 -1.237 0.04 0.02 -0.03 0.000
H -2.069 0.959 -1.420 0.22 -0.09 -0.06 0.013
H 1.643 1.679 1.903 -0.10 -0.05 0.10 0.003
H 5.785 5.058 2.231 0.07 -0.01 -0.04 0.000
H 5.691 3.477 1.425 0.01 0.02 -0.05 0.000
H 3.368 1.045 4.969 -0.04 -0.01 -0.04 0.000
H 4.543 1.495 2.681 -0.03 0.07 0.08 0.000
H 3.037 6.500 -3.548 -0.03 -0.02 0.03 0.000
C -4.649 0.306 0.706 0.20 -0.07 0.04 0.000
P -3.646 -1.153 0.177 -0.67 -0.16 -0.06 -0.003
C -3.848 -1.076 -1.653 0.10 0.18 -0.03 0.003
C -3.239 -2.073 -2.422 0.00 0.00 -0.04 -0.003
C -3.347 -2.081 -3.805 -0.03 0.04 0.03 -0.001
C -4.037 -1.065 -4.456 0.01 -0.02 0.02 0.000
C -4.604 -0.041 -3.711 0.00 0.06 0.01 0.000
C -4.517 -0.049 -2.323 0.06 -0.03 0.01 0.001
C -4.917 -2.433 0.584 0.07 -0.05 0.01 -0.001
C -4.995 -2.797 1.931 0.02 -0.01 -0.07 0.000
C -5.923 -3.734 2.361 0.01 0.01 -0.01 0.000
C -6.775 -4.338 1.445 0.02 0.04 0.01 0.000
C -6.696 -3.996 0.103 0.02 0.00 -0.03 0.000
C -5.774 -3.047 -0.328 0.02 0.01 0.08 0.000
H -5.652 0.285 0.280 0.00 0.05 0.00 0.000
H -4.138 1.238 0.455 -0.05 0.00 0.03 0.000
H -4.728 0.254 1.793 0.00 0.04 -0.02 0.000
H -2.672 -2.854 -1.931 -0.10 0.06 -0.16 0.003
H -2.882 -2.876 -4.375 -0.01 0.00 0.01 0.000
H -4.133 -1.072 -5.535 0.03 0.02 0.03 0.000
H -5.122 0.770 -4.211 -0.01 -0.05 0.03 0.000
H -4.971 0.760 -1.764 -0.02 -0.06 -0.03 0.000
H -4.313 -2.340 2.643 -0.04 -0.06 0.00 0.000
H -5.975 -4.001 3.410 0.01 0.01 -0.03 0.000
H -7.498 -5.073 1.778 0.01 0.00 -0.01 0.000
H -7.356 -4.467 -0.615 0.02 0.02 0.01 0.000
H -5.726 -2.788 -1.379 -0.02 0.00 0.02 0.000
C 0.927 -1.818 -4.809 0.04 0.05 0.08 -0.002
C 1.778 -2.460 -3.925 0.03 -0.03 -0.11 0.000
C 1.702 -2.160 -2.577 0.06 0.19 0.12 0.010
N 0.800 -1.314 -2.058 0.00 0.07 -0.40 0.006
C -0.017 -0.706 -2.926 0.00 -0.07 0.08 -0.004
C 0.026 -0.902 -4.294 -0.06 0.00 -0.09 0.004
H 0.976 -2.012 -5.873 -0.01 -0.01 0.01 0.000
H 2.509 -3.182 -4.264 0.00 0.06 0.01 0.000
H 2.415 -2.596 -1.895 -0.01 -0.02 0.04 0.001
H -0.745 -0.027 -2.509 -0.03 -0.03 0.04 -0.006
H -0.648 -0.347 -4.933 -0.03 -0.06 0.03 0.000
```
Forces are in eV/Å.

Properties
DFT total energy ... -6119.23838 hartree
Expectation value of S² ... 3.760
Spin multiplicity ... 4
Kohn-Sham gap (alpha / beta) ... 6.3 / 6.4 eV